Entry 1:
C5H34N2O12 as an isolated structure in a non-equilibrium geometry, computed with ωB97M-V with the def2-TZVPD basis set.

- ΔE to the lowest compared entry with this formula, charge and spin (kJ/mol) = 759.6
- total energy (hartree) = -1223.093700
- HOMO-LUMO gap (eV) = 9.89
- multiplicity = 1

Each line ends with the Mulliken charge.
CARTESIAN COORDINATES (ANGSTROEM)
O: 2.73 1.01 -0.55  -0.52
C: 2.67 0.05 0.20  -0.14
N: 1.64 -0.07 1.10  -0.10
C: 0.59 0.88 1.21  0.52
C: -0.74 0.15 0.92  0.88
C: -2.04 0.91 0.58  -1.00
N: -1.95 1.24 -0.88  -0.47
C: 0.57 1.31 2.71  -1.70
H: 3.37 -0.79 0.33  0.31
H: 1.70 -0.89 1.69  0.42
H: 0.79 1.76 0.61  0.45
H: -0.84 -0.66 1.66  -1.25
H: -0.58 -0.38 -0.03  0.29
H: -2.95 0.32 0.76  0.46
H: -2.09 1.78 1.24  0.40
H: -2.84 1.61 -1.20  0.23
H: -1.36 2.08 -0.88  0.30
H: 0.49 0.37 3.25  0.37
H: 1.58 1.62 3.08  0.40
H: -0.09 2.12 3.00  0.36
H: -2.02 -1.65 -2.04  0.22
H: -2.60 -2.82 -1.43  0.24
O: -2.09 -2.06 -1.16  -0.53
H: -1.03 -4.40 1.32  0.30
H: -0.67 -3.93 -0.05  0.29
O: -0.26 -4.16 0.80  -0.60
H: -1.88 -1.51 0.56  0.51
H: -1.46 -0.92 1.90  0.34
O: -1.89 -1.66 1.51  -0.81
H: -0.34 0.53 -3.31  0.39
H: -1.13 0.49 -2.00  0.40
O: -0.98 0.00 -2.82  -0.74
H: 1.66 1.93 -3.69  0.43
H: 1.25 1.02 -4.85  0.30
O: 0.89 1.58 -4.17  -0.71
H: -0.46 -3.19 3.00  0.26
H: -1.17 -1.85 3.00  0.28
O: -0.30 -2.25 2.93  -0.61
H: -1.97 -0.29 4.79  0.34
H: -1.93 0.61 3.59  0.27
O: -2.30 -0.23 3.87  -0.60
H: 3.27 2.12 -2.38  0.33
H: 2.80 3.59 -2.31  0.30
O: 2.81 2.81 -2.85  -0.70
H: 3.13 3.03 -0.19  0.33
H: 4.59 3.19 -0.22  0.33
O: 3.80 3.73 -0.35  -0.68
H: -4.27 0.44 -2.29  0.31
H: -3.85 0.34 -3.74  0.34
O: -4.55 0.69 -3.17  -0.65
H: 3.38 -3.10 0.62  0.29
H: 1.86 -2.99 0.98  0.29
O: 2.74 -2.55 1.09  -0.67

Entry 2:
C20H26FeN7O as an isolated structure in a non-equilibrium geometry, computed with ωB97M-V with the def2-TZVPD basis set.

- ΔE to the lowest compared entry with this formula, charge and spin (kJ/mol) = 23.5
- total energy (hartree) = -2499.833937
- total charge = +1
- HOMO-LUMO gap (spin up / spin down) (eV) = 7.73 / 7.67
- multiplicity = 5

Each line ends with the Mulliken charge.
CARTESIAN COORDINATES (ANGSTROEM)
Fe: 0.00 -0.81 -0.81  0.67
C: -1.61 -0.41 3.34  -1.73
C: -1.27 -0.90 1.95  0.50
N: -0.41 -0.32 1.19  1.11
N: 0.34 0.71 1.72  -1.17
C: 1.28 1.03 0.82  0.21
O: 1.42 0.48 -0.31  -0.52
C: 2.22 2.11 1.17  0.34
C: 2.84 2.84 0.13  -0.43
C: 3.83 3.79 0.43  -0.49
C: 4.19 4.05 1.72  -0.44
C: 3.51 3.41 2.75  -0.63
C: 2.62 2.37 2.48  -0.40
C: -2.04 -1.93 1.26  0.81
C: -2.93 -2.72 1.95  -0.86
C: -3.65 -3.68 1.23  -0.37
C: -3.40 -3.84 -0.14  -0.92
C: -2.51 -2.95 -0.73  -0.10
N: -1.80 -2.06 -0.06  0.16
H: -0.85 0.32 3.64  0.36
H: -1.67 -1.19 4.12  0.42
H: -2.54 0.06 3.30  0.37
H: 2.46 2.66 -0.87  0.33
H: 4.33 4.27 -0.45  0.32
H: 4.95 4.80 1.91  0.39
H: 3.66 3.59 3.81  0.38
H: 2.17 1.78 3.23  0.48
H: -3.11 -2.60 3.04  0.30
H: -4.35 -4.32 1.78  0.41
H: -3.85 -4.60 -0.73  0.44
H: -2.39 -3.03 -1.80  0.39
N: 0.89 -1.31 -2.69  -0.27
C: 2.06 -2.22 -2.62  -0.67
C: 2.86 -1.78 -1.42  -0.60
N: 2.07 -2.14 -0.20  -0.42
H: 0.34 -1.56 -3.49  0.25
H: 1.35 -0.42 -2.88  0.23
H: 2.67 -2.17 -3.52  0.43
H: 1.70 -3.27 -2.51  0.33
H: 3.11 -0.73 -1.49  0.28
H: 3.83 -2.28 -1.49  0.45
H: 2.48 -1.70 0.63  0.20
H: 2.09 -3.11 -0.01  0.23
C: -1.37 2.69 -0.29  -0.75
C: -1.96 1.74 -1.26  0.32
N: -1.33 0.70 -1.79  0.24
C: -2.13 0.22 -2.82  -0.49
C: -3.27 0.93 -2.82  -0.61
N: -3.20 1.89 -1.80  -0.11
H: -0.60 3.27 -0.80  0.24
H: -0.99 2.16 0.57  -0.02
H: -2.09 3.43 0.08  0.45
H: -1.89 -0.63 -3.46  0.36
H: -4.16 0.78 -3.44  0.37
H: -3.89 2.59 -1.55  0.22

Entry 3:
HIP2S as an isolated structure in a non-equilibrium geometry, computed with ωB97M-V with the def2-TZVPD basis set.

- ΔE to the lowest compared entry with this formula, charge and spin (kJ/mol) = 228.3
- total energy (hartree) = -1379.122867
- HOMO-LUMO gap (spin up / spin down) (eV) = 6.00 / 6.00
- multiplicity = 1

Each line ends with the Mulliken charge.
CARTESIAN COORDINATES (ANGSTROEM)
P: -0.16 -0.85 0.82  0.08
P: 0.37 0.59 -0.71  0.23
S: 1.65 -0.50 1.59  -0.35
I: -0.89 0.19 -2.80  -0.05
H: -0.96 0.57 1.10  0.10